No. 1
Entry from the OMol25 dataset: a cluster of 5 separate species, C21H33F12O10PS in total (the ωB97M-V functional and the def2-TZVPD basis).

Cartesian coordinates (Å):
C -7.267 0.920 2.229
C -7.158 -0.613 1.694
C -5.745 -0.764 0.961
O -4.777 -1.570 1.656
P -3.945 -0.715 2.901
S -2.867 0.206 4.564
C -2.831 0.233 1.700
C -3.232 1.775 1.522
O -3.062 2.651 2.376
H -7.836 1.585 1.519
H -7.776 0.890 3.254
H -6.217 1.326 2.433
H -7.303 -1.357 2.530
H -7.959 -0.690 0.889
H -5.392 0.276 0.678
H -5.949 -1.302 -0.029
H -5.139 -0.239 3.518
H -3.453 -1.988 3.372
H -3.555 1.412 4.728
H -1.782 0.258 2.149
H -2.852 -0.240 0.668
H -3.687 2.079 0.518
C 3.227 -2.333 1.279
C 2.796 -0.957 0.814
O 1.810 -1.058 -0.227
C 0.547 -1.260 0.177
O 0.207 -1.358 1.324
C -0.393 -1.299 -1.025
F 0.094 -2.044 -2.034
F -0.610 -0.068 -1.527
F -1.596 -1.808 -0.722
H 3.571 -2.931 0.436
H 4.033 -2.259 2.011
H 2.395 -2.875 1.734
H 3.652 -0.430 0.386
H 2.426 -0.349 1.643
C -3.283 6.266 2.136
C -2.186 5.766 1.218
O -1.813 6.783 0.272
C -0.948 7.709 0.716
O -0.486 7.733 1.823
C -0.605 8.692 -0.400
F -1.692 9.093 -1.083
F 0.235 8.147 -1.301
F -0.010 9.802 0.057
H -4.134 6.628 1.555
H -3.621 5.468 2.800
H -2.935 7.101 2.747
H -2.553 4.917 0.638
H -1.317 5.419 1.780
C 1.368 -8.297 -1.419
C 1.804 -6.960 -1.984
O 2.510 -6.196 -0.994
C 3.811 -6.495 -0.838
O 4.393 -7.339 -1.458
C 4.444 -5.578 0.206
F 3.675 -5.436 1.301
F 4.651 -4.337 -0.281
F 5.631 -6.023 0.636
H 0.784 -8.155 -0.507
H 0.764 -8.843 -2.145
H 2.230 -8.913 -1.153
H 0.926 -6.375 -2.263
H 2.410 -7.082 -2.885
C 3.224 1.216 -3.905
C 4.309 0.234 -4.299
O 5.609 0.824 -4.146
C 6.118 0.808 -2.904
O 5.560 0.345 -1.949
C 7.516 1.421 -2.894
F 7.583 2.558 -3.608
F 8.428 0.582 -3.419
F 7.936 1.721 -1.657
H 3.327 2.147 -4.467
H 2.235 0.795 -4.097
H 3.290 1.474 -2.846
H 4.205 -0.025 -5.355
H 4.236 -0.697 -3.731

Properties
Energy relative to the best compared isomer or geometry (same formula, charge and spin) in kcal per mole: 0.00
Orbital gap in eV: 9.0
HOMO energy in eV: -8.739
E_tot in eV: -95520.0251
SMILES: CCCO[PH2](S)CC=O.CCOC(=O)C(F)(F)F.CCOC(=O)C(F)(F)F.CCOC(=O)C(F)(F)F.CCOC(=O)C(F)(F)F

In the Mulliken picture, each atom carries the following charge in e: number 1, C, carries -0.7668; number 2, C, carries -0.4833; number 3, C, carries -0.1935; number 4, O, carries -0.6020; number 5, P, carries 0.2901; number 6, S, carries -0.4092; number 7, C, carries -0.3111; number 8, C, carries -0.0706; number 9, O, carries -0.4423; number 10, H, carries 0.3248; number 11, H, carries 0.2711; number 12, H, carries 0.1169; number 13, H, carries 0.2846; number 14, H, carries 0.3068; number 15, H, carries 0.0659; number 16, H, carries 0.3048; number 17, H, carries 0.1055; number 18, H, carries 0.0652; number 19, H, carries 0.1396; number 20, H, carries 0.4704; number 21, H, carries 0.1485; number 22, H, carries 0.3629; number 23, C, carries -1.1772; number 24, C, carries -0.3115; number 25, O, carries -0.2153; number 26, C, carries 0.3544; number 27, O, carries -0.5318; number 28, C, carries 0.8992; number 29, F, carries -0.2399; number 30, F, carries -0.2784; number 31, F, carries -0.2644; number 32, H, carries 0.2996; number 33, H, carries 0.4883; number 34, H, carries 0.3599; number 35, H, carries 0.3578; number 36, H, carries 0.3253; number 37, C, carries -1.1468; number 38, C, carries 0.0242; number 39, O, carries -0.3317; number 40, C, carries 0.3597; number 41, O, carries -0.4985; number 42, C, carries 0.8532; number 43, F, carries -0.2436; number 44, F, carries -0.2514; number 45, F, carries -0.2409; number 46, H, carries 0.3164; number 47, H, carries 0.3490; number 48, H, carries 0.3414; number 49, H, carries 0.1361; number 50, H, carries 0.3158; number 51, C, carries -1.0990; number 52, C, carries -0.2350; number 53, O, carries -0.2532; number 54, C, carries 0.2512; number 55, O, carries -0.5111; number 56, C, carries 1.0071; number 57, F, carries -0.2624; number 58, F, carries -0.2813; number 59, F, carries -0.2560; number 60, H, carries 0.3032; number 61, H, carries 0.3735; number 62, H, carries 0.3128; number 63, H, carries 0.3053; number 64, H, carries 0.3217; number 65, C, carries -1.0732; number 66, C, carries -0.1989; number 67, O, carries -0.3228; number 68, C, carries 0.3910; number 69, O, carries -0.5133; number 70, C, carries 0.8734; number 71, F, carries -0.2441; number 72, F, carries -0.2565; number 73, F, carries -0.2389; number 74, H, carries 0.3279; number 75, H, carries 0.3653; number 76, H, carries 0.2746; number 77, H, carries 0.3210; number 78, H, carries 0.2904


No. 2
Entry from the OMol25 dataset: a structure of composition C62H80N3O3PRbSSeTe (the ωB97M-V functional and the def2-TZVPD basis).

Cartesian coordinates (Å):
Rb -0.354 0.440 -0.017
C 1.268 -2.048 7.762
C 0.814 -3.223 6.898
C 1.843 -4.352 7.052
C -0.533 -3.718 7.443
C 0.678 -2.826 5.428
C 0.953 -1.550 4.942
C 0.823 -1.241 3.593
Se 1.125 0.509 2.893
C 2.910 0.300 2.200
C 3.862 -0.438 2.849
C 5.165 -0.553 2.336
C 5.422 0.126 1.155
C 4.471 0.876 0.443
C 3.151 1.011 0.975
O 2.200 1.681 0.436
C 4.935 1.539 -0.870
C 3.804 2.164 -1.699
C 5.623 0.505 -1.780
C 5.947 2.647 -0.543
C 6.209 -1.370 3.096
C 7.548 -1.422 2.362
C 5.708 -2.809 3.279
C 6.450 -0.755 4.481
C 0.420 -2.212 2.621
O 0.337 -1.921 1.384
C 0.106 -3.524 3.130
C 0.252 -3.774 4.485
C -0.419 -4.580 2.152
C -0.710 -5.916 2.834
C -1.727 -4.082 1.515
C 0.616 -4.837 1.046
H 1.336 -2.367 8.807
H 0.560 -1.217 7.705
H 2.248 -1.676 7.455
H 1.944 -4.644 8.105
H 2.822 -4.033 6.684
H 1.549 -5.235 6.480
H -0.453 -3.980 8.505
H -0.882 -4.602 6.903
H -1.296 -2.943 7.333
H 1.270 -0.757 5.609
H 3.579 -0.950 3.766
H 6.421 0.067 0.738
H 3.039 1.430 -1.960
H 4.243 2.563 -2.625
H 3.289 2.959 -1.163
H 4.936 -0.309 -2.029
H 6.505 0.059 -1.315
H 5.940 0.982 -2.716
H 5.487 3.396 0.108
H 6.285 3.148 -1.460
H 6.824 2.246 -0.026
H 7.443 -1.863 1.366
H 8.253 -2.036 2.934
H 7.983 -0.425 2.245
H 5.551 -3.284 2.307
H 4.755 -2.837 3.813
H 6.434 -3.404 3.847
H 6.806 0.274 4.382
H 7.195 -1.333 5.041
H 5.527 -0.732 5.065
H 0.019 -4.771 4.845
H -1.492 -5.826 3.595
H 0.183 -6.336 3.309
H -1.056 -6.630 2.079
H -2.501 -3.970 2.282
H -2.083 -4.805 0.768
H -1.580 -3.116 1.031
H 1.541 -5.236 1.476
H 0.849 -3.912 0.519
H 0.222 -5.570 0.332
C 2.546 -1.354 -3.879
P 1.404 -0.988 -2.490
C 2.285 -1.784 -1.092
C 0.058 -2.185 -2.838
C 0.234 -3.568 -2.875
C -0.834 -4.413 -3.139
C -2.100 -3.883 -3.374
C -2.292 -2.510 -3.341
C -1.217 -1.666 -3.068
H 2.847 -2.406 -3.886
H 3.437 -0.730 -3.778
H 2.062 -1.114 -4.828
H 2.559 -2.821 -1.312
H 1.654 -1.770 -0.193
H 3.188 -1.211 -0.865
H 1.212 -3.995 -2.677
H -0.682 -5.485 -3.149
H -2.934 -4.546 -3.572
H -3.275 -2.087 -3.508
H -1.378 -0.591 -3.033
C -5.206 7.983 -6.159
C -4.699 6.857 -5.296
C -5.570 6.062 -4.567
C -5.106 5.023 -3.756
C -6.131 4.212 -2.991
C -3.729 4.758 -3.663
Te -3.095 3.107 -2.314
N -2.693 1.069 -1.338
C -3.297 0.213 -0.524
O -2.830 -0.234 0.551
C -4.627 -0.341 -0.997
C -4.768 -1.726 -0.979
C -5.951 -2.318 -1.398
C -7.019 -1.529 -1.813
C -6.891 -0.144 -1.804
C -5.696 0.448 -1.406
C -2.150 2.169 -3.962
C -0.765 2.017 -3.898
C -0.063 1.365 -4.905
C -0.754 0.860 -5.994
C -2.136 1.001 -6.056
C -2.861 1.645 -5.052
C -4.361 1.734 -5.178
C -2.841 5.576 -4.379
C -1.340 5.401 -4.308
C -3.339 6.602 -5.185
H -6.296 7.979 -6.205
H -4.825 7.904 -7.179
H -4.896 8.957 -5.773
H -6.639 6.252 -4.628
H -7.145 4.528 -3.243
H -6.008 4.318 -1.910
H -6.040 3.146 -3.209
H -3.939 -2.328 -0.624
H -6.043 -3.398 -1.390
H -7.944 -1.990 -2.137
H -7.720 0.480 -2.117
H -5.593 1.527 -1.423
H -0.221 2.402 -3.043
H 1.010 1.248 -4.820
H -0.226 0.340 -6.785
H -2.679 0.584 -6.898
H -4.709 1.122 -6.012
H -4.687 2.764 -5.347
H -4.857 1.386 -4.267
H -1.023 5.041 -3.327
H -0.834 6.350 -4.502
H -0.987 4.674 -5.046
H -2.638 7.226 -5.736
S -2.296 5.259 1.018
C -1.732 4.417 2.353
N -2.324 3.351 2.933
C -1.512 2.730 3.983
C -0.279 3.655 4.043
N -0.611 4.691 3.061
H -3.018 2.837 2.416
H -1.243 1.709 3.724
H -2.060 2.714 4.924
H 0.625 3.116 3.774
H -0.153 4.089 5.033
H 0.091 5.244 2.602

Properties
Net charge: -2
Energy relative to the best compared isomer or geometry (same formula, charge and spin) in kcal per mole: 15.68
2S+1: 2
Orbital gap (alpha / beta) in eV: 5.3 / 5.3
HOMO energy (alpha / beta) in eV: -1.815 / -1.816
E_tot in eV: -169627.6198

Results of the Mulliken charge analysis, in e, for atoms 1 through 99: number 1, Rb, carries 0.3964; number 2, C, carries -2.0996; number 3, C, carries 1.9602; number 4, C, carries -1.5832; number 5, C, carries -1.7294; number 6, C, carries -0.4473; number 7, C, carries 0.3466; number 8, C, carries -1.3498; number 9, Se, carries 0.3445; number 10, C, carries 0.2543; number 11, C, carries -0.0683; number 12, C, carries -0.3479; number 13, C, carries -0.3784; number 14, C, carries -0.4899; number 15, C, carries 1.0421; number 16, O, carries -1.1023; number 17, C, carries 2.5432; number 18, C, carries -2.1243; number 19, C, carries -1.7074; number 20, C, carries -1.9536; number 21, C, carries 2.2944; number 22, C, carries -2.2803; number 23, C, carries -1.6249; number 24, C, carries -1.7095; number 25, C, carries 0.7319; number 26, O, carries -0.5640; number 27, C, carries -0.8275; number 28, C, carries 0.0434; number 29, C, carries 2.7580; number 30, C, carries -2.4924; number 31, C, carries -1.6919; number 32, C, carries -1.4359; number 33, H, carries 0.4491; number 34, H, carries 0.3789; number 35, H, carries 0.3329; number 36, H, carries 0.4613; number 37, H, carries 0.2556; number 38, H, carries 0.2904; number 39, H, carries 0.4776; number 40, H, carries 0.2806; number 41, H, carries 0.3244; number 42, H, carries 0.3410; number 43, H, carries 0.2798; number 44, H, carries 0.1841; number 45, H, carries 0.2115; number 46, H, carries 0.4644; number 47, H, carries 0.3022; number 48, H, carries 0.1969; number 49, H, carries 0.3317; number 50, H, carries 0.4710; number 51, H, carries 0.3869; number 52, H, carries 0.4900; number 53, H, carries 0.2344; number 54, H, carries 0.3659; number 55, H, carries 0.4655; number 56, H, carries 0.3638; number 57, H, carries 0.3359; number 58, H, carries 0.2277; number 59, H, carries 0.4475; number 60, H, carries 0.3305; number 61, H, carries 0.4507; number 62, H, carries 0.2736; number 63, H, carries 0.3373; number 64, H, carries 0.3926; number 65, H, carries 0.4245; number 66, H, carries 0.4590; number 67, H, carries 0.3441; number 68, H, carries 0.4786; number 69, H, carries 0.2325; number 70, H, carries 0.3430; number 71, H, carries 0.0013; number 72, H, carries 0.4933; number 73, C, carries -1.5182; number 74, P, carries 1.3187; number 75, C, carries 1.1951; number 76, C, carries -0.0005; number 77, C, carries -0.3221; number 78, C, carries -0.7547; number 79, C, carries -0.6905; number 80, C, carries -0.7563; number 81, C, carries -0.0293; number 82, H, carries 0.4178; number 83, H, carries 0.4446; number 84, H, carries 0.4045; number 85, H, carries 0.5979; number 86, H, carries -1.4052; number 87, H, carries -0.4546; number 88, H, carries 0.2634; number 89, H, carries 0.3947; number 90, H, carries 0.3589; number 91, H, carries 0.5814; number 92, H, carries 0.3314; number 93, C, carries -1.5389; number 94, C, carries 0.8121; number 95, C, carries -1.1594; number 96, C, carries 1.2744; number 97, C, carries -1.2887; number 98, C, carries -0.7898; number 99, Te, carries 0.4844


Q: Which value of E_tot does entry 2 give?
A: -169627.6198 eV


Q: The lowest energy relative to the best compared isomer or geometry (same formula, charge and spin) belongs to which entry?
A: C21H33F12O10PS


Q: Which of these has the lowest E_tot?
A: C62H80N3O3PRbSSeTe